The following is a quantum chemistry calculation of one molecule with the formula C4H10N4O, from the Open Molecules 2025 dataset.

## Properties
HOMO in eV: -7.8
Energy above the lowest of the compared OMol25 structures with the same formula, charge and spin in kJ/mol: 548.85
SMILES: [H]/N=C(\NO)N(N)C(=C)C
2S+1: 1
HOMO-LUMO gap in eV: 8.5140
E in a.u.: -452.48877

CARTESIAN COORDINATES (ANGSTROEM)
O -1.105 -1.566 -1.102
N -2.275 1.259 0.364
N -1.779 -1.056 -0.037
N 0.299 1.871 -0.317
N -0.068 0.631 0.193
C 2.013 0.232 -0.993
C 1.337 -0.964 1.257
C 1.086 -0.079 -0.008
C -1.456 0.316 0.101
H 3.074 -0.051 -0.930
H -3.302 1.013 0.263
H 1.693 -0.417 2.198
H 1.713 0.827 -1.836
H -2.828 -1.207 0.022
H 0.073 2.736 0.327
H 2.159 -1.782 0.985
H -0.636 -2.337 -0.659
H -0.385 2.143 -1.075
H 0.389 -1.569 1.246

=====

The following is a quantum chemistry calculation of an isolated ion of composition C7H9N2O3 and charge -1, from the Open Molecules 2025 dataset.

## Properties
HOMO in eV: -3.5
Energy above the lowest of the compared OMol25 structures with the same formula, charge and spin in kJ/mol: 62.95
SMILES: CC(C)/N=c1\occn1C(=O)[O-]
2S+1: 1
Total charge: -1
HOMO-LUMO gap in eV: 7.2125
E in a.u.: -607.37541

CARTESIAN COORDINATES (ANGSTROEM)
O -2.170 1.993 0.253
O -3.022 1.202 -1.687
O -0.431 -1.660 0.589
N -2.086 -0.316 -0.125
N 0.056 0.516 -0.200
C -2.519 1.176 -0.583
C -0.760 -0.393 0.083
C -2.586 -1.536 0.126
C -1.648 -2.304 0.734
C 1.475 0.222 -0.253
C 2.015 0.176 1.163
C 2.116 1.394 -1.173
H 1.562 -0.830 -0.737
H 2.896 0.812 -1.854
H -1.565 -3.257 1.271
H 1.527 -0.666 1.771
H 2.541 2.156 -0.599
H 3.101 0.207 1.168
H 1.346 1.677 -1.805
H 1.797 1.012 1.735
H -3.643 -1.581 0.121

=====

The following is a quantum chemistry calculation of a 2-piece molecular cluster, C11H12NO2 overall, from the Open Molecules 2025 dataset.

## Properties
HOMO in eV: -4.1
Energy above the lowest of the compared OMol25 structures with the same formula, charge and spin in kJ/mol: 67.00
2S+1: 1
Total charge: -1
HOMO-LUMO gap in eV: 7.1422
E in a.u.: -631.67222

CARTESIAN COORDINATES (ANGSTROEM)
O 0.303 3.175 1.395
O 2.185 2.424 0.411
N -0.526 -3.347 -0.023
C 0.575 -3.060 0.773
C -2.180 -1.883 -1.244
C 0.799 -1.721 0.814
C -1.046 -2.158 -0.481
C -1.664 0.488 -1.004
C -0.224 -1.126 -0.009
C 1.114 3.077 0.449
C 0.717 3.783 -0.869
C -2.491 -0.553 -1.460
C -0.533 0.210 -0.268
C 1.932 -1.020 1.490
H 1.616 4.193 -1.329
H -1.985 1.502 -1.206
H -2.794 -2.695 -1.620
H 2.418 -1.674 2.212
H -0.102 4.481 -0.686
H -3.426 -0.313 -1.950
H 1.177 -3.877 1.141
H 0.134 0.979 0.099
H -0.834 -4.263 -0.281
H 2.695 -0.676 0.791
H 1.566 -0.103 1.964
H 0.338 2.996 -1.532

=====

The following is a quantum chemistry calculation of a 2-piece molecular cluster, C2H6BrP overall, from the Open Molecules 2025 dataset.

## Properties
HOMO (spin up / spin down) in eV: -10.1 / -8.0
Energy above the lowest of the compared OMol25 structures with the same formula, charge and spin in kJ/mol: 347.77
2S+1: 1
HOMO-LUMO gap (spin up / spin down) in eV: 8.7359 / 4.3551
E in a.u.: -2995.05308

CARTESIAN COORDINATES (ANGSTROEM)
Br -3.140 -0.616 0.633
P 0.117 1.298 -0.461
C 0.505 -0.211 -1.363
C 0.188 0.414 1.214
H 1.026 -0.266 1.263
H -0.751 -0.169 1.135
H 0.339 1.071 2.077
H 1.154 0.153 -2.095
H -0.499 -0.809 -1.695
H 1.062 -0.865 -0.707

=====

The following is a quantum chemistry calculation of C39H44BIrN4O2S2Se as an isolated structure, from the Open Molecules 2025 dataset.

## Properties
Expectation value of S²: 0.76
HOMO (spin up / spin down) in eV: -15.8 / -15.7
Energy above the lowest of the compared OMol25 structures with the same formula, charge and spin in kJ/mol: 0.00
2S+1: 2
Total charge: +3
HOMO-LUMO gap (spin up / spin down) in eV: 5.4997 / 4.1302
E in a.u.: -5208.26261

CARTESIAN COORDINATES (ANGSTROEM)
Ir 0.249 0.345 -0.362
Se -0.298 -1.149 1.359
S 1.889 1.026 -1.855
S -0.422 2.440 -0.228
O -1.320 -1.278 -2.246
O -2.659 0.346 -1.312
N 1.281 4.508 -0.140
N -2.771 -2.388 0.551
N -1.019 -3.539 -0.106
N 2.789 3.473 -2.253
C -3.128 -2.413 -3.550
C 5.116 0.861 -3.182
C -4.494 -2.346 -3.813
C -0.302 -4.972 2.709
C 0.363 -3.973 -0.368
C -3.640 -1.394 1.207
C 2.789 4.927 -2.017
C 1.035 3.335 -0.610
C -2.745 -0.541 4.151
C 3.700 2.923 -3.293
C -1.436 -2.447 0.536
C -2.144 -4.234 -0.539
C -4.555 -3.916 -0.402
C 6.970 0.685 -1.663
C 3.009 6.431 4.104
C 1.979 4.678 2.826
C 0.981 -5.075 1.890
C -5.304 -1.362 -3.249
C 2.377 7.385 3.320
C -4.681 -5.076 -1.134
C -4.181 -1.899 2.540
C 1.350 5.635 2.032
C 0.777 -5.233 0.384
C -2.638 -1.452 -2.699
C -3.440 -0.475 -2.139
C -3.253 -3.510 -0.115
C 4.829 2.125 -2.685
C 1.972 2.709 -1.592
C -3.559 -5.805 -1.573
C 6.682 1.948 -1.160
C -2.273 -5.403 -1.288
C 0.458 5.195 0.906
C 5.617 2.669 -1.674
C -3.139 -1.928 3.655
C 1.550 6.988 2.278
C 2.507 5.219 -0.567
C -4.789 -0.392 -2.393
C 2.811 5.077 3.858
C 6.192 0.145 -2.675
B -1.417 -0.204 -1.405
H 2.056 5.386 -2.686
H 2.522 8.437 3.521
H 3.773 5.310 -2.279
H 3.294 4.338 4.483
H 1.629 -4.212 2.082
H -1.993 -0.605 4.937
H -0.315 4.499 1.226
H -5.420 -3.359 -0.071
H -5.669 -5.440 -1.380
H -5.005 -1.240 2.824
H -0.086 -5.036 3.775
H -1.417 -5.969 -1.629
H -6.357 -1.342 -3.493
H -0.830 -4.029 2.551
H -4.935 -3.071 -4.483
H 1.018 -3.142 -0.104
H 1.805 3.620 2.651
H -0.015 6.044 0.410
H 5.428 3.671 -1.299
H 1.045 7.735 1.675
H -3.541 -2.504 4.489
H -2.334 0.089 3.356
H 4.056 3.781 -3.861
H 1.716 -5.551 -0.075
H -0.992 -5.782 2.465
H 1.541 -5.944 2.236
H 6.427 -0.831 -3.079
H 3.651 6.742 4.917
H 4.516 0.442 -3.982
H -4.616 -2.890 2.394
H 0.060 -6.034 0.190
H -3.063 -0.478 1.325
H 7.813 0.130 -1.274
H 3.098 2.302 -3.960
H 7.303 2.377 -0.385
H 3.319 4.904 0.091
H -3.715 -6.709 -2.144
H -5.406 0.387 -1.966
H 0.434 -4.120 -1.447
H -2.254 -2.484 3.325
H -3.610 -0.019 4.564
H -4.441 -1.183 0.499
H 2.342 6.283 -0.413
H -2.492 -3.167 -3.994

=====

The following is a quantum chemistry calculation of an isolated ion of composition C7H13N2 and charge +1, from the Open Molecules 2025 dataset.

## Properties
HOMO in eV: -12.6
Energy above the lowest of the compared OMol25 structures with the same formula, charge and spin in kJ/mol: 594.50
2S+1: 1
Total charge: +1
HOMO-LUMO gap in eV: 9.0447
E in a.u.: -383.59075

CARTESIAN COORDINATES (ANGSTROEM)
N 0.754 -0.503 -0.082
N -1.530 0.054 -0.086
C 0.682 -1.940 -0.233
C 3.447 0.320 -0.003
C -2.182 0.950 -1.061
C 2.320 1.338 0.210
C -0.096 0.467 0.011
C 1.985 0.104 0.014
C -2.119 0.193 1.259
H -3.236 0.689 -1.169
H -0.320 -2.335 -0.066
H -2.092 1.977 -0.712
H -1.668 -0.523 1.943
H 2.121 2.358 0.412
H 1.359 -2.394 0.492
H -1.665 -0.916 -0.405
H -1.685 0.865 -2.026
H 1.020 -2.221 -1.232
H -3.194 0.025 1.221
H -1.920 1.199 1.626
H 4.046 -0.011 0.836
H 3.974 0.303 -0.951

=====

energy above the lowest of the compared OMol25 structures with the same formula, charge and spin of number 4 (C2H6BrP)?
347.77 kJ/mol